9
Properties=species:S:1:pos:R:3:forces:R:3:lowdin_charge:R:1 method="wB97M-V/def2-TZVPD" charge=0 relative_energy_kj_mol=383.9 lumo_energy_ev=0.19 orbital_gap_ev=10.03 homo_energy_ev=-9.8
N 1.012788 -0.094118 0.494065 -1.57 -0.12 -0.16 -0.539
O -1.538556 0.187337 -0.111822 -1.52 -0.37 0.30 -0.373
O -3.791228 -0.664549 -0.290647 -1.19 -0.38 -0.16 -0.476
P -2.636867 -0.798825 0.580920 1.85 1.29 -0.72 0.716
S 2.360366 0.342782 -0.115353 -0.38 0.61 -1.10 0.844
H 0.985050 -0.438080 1.412318 0.78 -0.55 1.33 -0.027
H -0.599419 0.317908 0.139048 0.56 -0.68 0.41 -0.059
H 1.848721 1.429423 -0.766062 0.99 0.25 -0.08 -0.036
H 2.359144 -0.281878 -1.342464 0.49 -0.04 0.18 -0.049

195
Properties=species:S:1:pos:R:3:forces:R:3:lowdin_spin:R:1 method="wB97M-V/def2-TZVPD" charge=+1 s2=0.754 spin_multiplicity=2 lumo_energy_ev="-2.48 / -6.16" orbital_gap_ev="7.49 / 3.81" homo_energy_ev="-10.0 / -10.0"
C 14.051128 20.789790 -11.986375 -0.36 1.23 -0.20 0.000
C 12.542407 20.492426 -11.912249 -0.73 0.84 1.23 0.000
C 12.130212 20.576605 -10.408192 -0.07 0.29 -0.36 0.000
C 12.162786 22.005414 -9.965892 -0.96 1.35 0.56 0.000
C 11.124675 22.808246 -10.818711 1.12 -0.19 0.52 0.000
C 11.409921 22.825915 -12.335445 -0.94 1.06 0.99 0.000
N 11.657881 21.471971 -12.702569 0.84 -2.28 -0.27 0.000
O 11.917286 21.356462 -14.105458 -0.58 -0.24 0.48 0.000
C 9.979575 23.212601 -12.978140 1.27 0.40 -0.57 0.000
C 12.617957 23.859278 -12.600359 -1.96 -0.82 -0.29 0.000
C 12.182651 19.096344 -12.298796 -0.35 -1.28 -0.42 0.000
H 14.197303 21.847579 -12.205022 -0.10 0.04 -0.50 0.000
H 14.574510 20.235294 -12.765298 0.16 -0.26 0.45 0.000
H 14.485056 20.800071 -10.986526 0.35 -1.00 -0.14 0.000
H 11.129515 20.188266 -10.218671 -0.62 0.25 -0.65 0.000
H 12.654824 19.863950 -9.771792 0.98 0.27 -0.30 0.000
H 13.113195 22.537085 -9.919658 0.42 -0.40 -0.70 0.000
H 11.886286 22.098417 -8.915654 -0.46 -0.15 0.21 0.000
H 11.133226 23.851929 -10.504470 -0.25 0.07 0.18 0.000
H 10.146204 22.369165 -10.624064 -0.15 0.00 -0.09 0.000
H 9.990803 23.323208 -14.062455 0.60 0.35 -0.10 0.000
H 9.193534 22.460959 -12.905461 0.36 -0.46 0.85 0.000
H 9.604882 24.145294 -12.556493 0.09 0.13 0.08 0.000
H 12.851445 23.723653 -13.656384 0.61 0.21 0.14 0.000
H 12.301334 24.891632 -12.451679 -0.26 -0.02 -0.09 0.000
H 13.442158 23.703510 -11.904275 0.02 -0.26 -0.33 0.000
H 12.737210 18.723037 -13.159726 -0.45 0.05 -0.25 0.000
H 11.100934 18.982426 -12.369591 -0.08 0.35 -0.86 0.000
H 12.332829 18.361228 -11.508131 0.85 0.21 0.34 0.000
H 12.854758 21.488645 -14.264420 0.51 0.22 0.13 0.000
C 8.536740 23.529254 -7.756693 -0.26 -0.84 -0.43 0.024
C 7.132453 22.998033 -8.233816 2.45 -0.45 -1.71 0.047
C 7.170983 23.261627 -9.817285 -2.74 1.63 0.33 0.002
C 6.049399 22.569491 -10.641849 0.54 -0.10 1.28 0.000
C 6.220559 21.080440 -10.476323 -0.41 0.27 0.78 0.000
C 6.197342 20.684278 -8.966479 -0.35 -1.91 -0.83 0.054
N 7.072892 21.532227 -8.115363 -1.70 0.68 1.73 0.608
O 7.176264 21.133105 -6.791401 -0.26 0.90 -1.90 0.127
C 4.753227 20.596781 -8.460948 -1.01 1.18 1.14 0.046
C 6.658410 19.217780 -8.967648 2.19 0.03 0.05 0.014
C 5.998504 23.698761 -7.426618 -0.53 -1.37 -0.98 0.044
H 9.275168 23.243727 -8.505894 -0.03 0.53 -0.34 0.000
H 9.000382 23.112132 -6.862747 -0.87 0.19 0.53 0.000
H 8.376193 24.605848 -7.699637 0.49 -0.13 0.11 0.001
H 6.874934 24.304741 -9.706006 0.29 0.47 -0.79 0.000
H 8.073138 23.258757 -10.429009 0.56 -0.46 0.95 0.000
H 5.997839 22.867342 -11.689094 0.30 0.10 0.10 0.000
H 5.076168 22.783255 -10.200007 -0.15 0.41 -0.09 0.000
H 7.120487 20.652897 -10.918393 0.01 0.20 -0.25 0.000
H 5.323870 20.627087 -10.898845 0.27 -0.46 -0.12 0.000
H 4.264991 19.729419 -8.905254 0.08 0.28 -0.33 0.005
H 4.571035 20.495178 -7.391095 0.88 -0.46 0.31 0.001
H 4.178372 21.513371 -8.593246 -0.09 0.02 -0.88 0.001
H 6.153277 18.607971 -9.716686 -0.43 0.23 0.33 0.001
H 7.681999 19.246568 -9.341207 0.40 -0.10 -0.29 0.000
H 6.782170 18.691017 -8.021444 -0.92 0.10 0.19 0.000
H 6.273797 23.911211 -6.393572 0.01 0.02 -0.32 0.002
H 5.158243 23.005042 -7.455332 -0.14 0.15 0.50 -0.001
H 5.617312 24.571875 -7.956208 0.49 0.28 0.10 0.005
H 7.891735 20.497259 -6.864929 0.73 -1.29 0.96 0.012
C 0.683544 20.984879 -13.516210 -2.08 0.87 -2.25 0.000
C 2.025079 21.375271 -13.012022 1.88 -2.26 1.53 0.000
C 2.796195 19.979422 -12.616541 -1.48 0.43 0.23 0.000
C 3.425596 19.187475 -13.757628 -0.40 0.92 0.54 0.000
C 4.314678 20.108668 -14.481981 1.25 0.90 -0.66 0.000
C 3.631372 21.338883 -15.079609 0.24 0.12 -0.09 0.000
N 2.895859 22.053209 -13.964781 2.41 -1.35 0.39 0.000
O 2.374573 23.238655 -14.365860 -1.35 1.28 -1.23 0.000
C 4.821514 22.179105 -15.616756 -0.72 0.40 0.58 0.000
C 2.750124 20.949140 -16.256490 -0.42 -0.30 -0.13 0.000
C 1.826286 22.223412 -11.724793 1.16 -0.76 -0.27 0.000
H 0.302487 21.825029 -14.096759 0.07 0.55 -0.11 0.000
H -0.180320 20.845611 -12.866252 0.63 -0.40 0.78 0.000
H 0.628185 20.230227 -14.300780 0.46 -0.54 0.34 0.000
H 3.506970 20.027183 -11.791534 0.23 0.76 0.02 0.000
H 2.012090 19.331780 -12.224337 -0.27 0.08 0.26 0.000
H 2.607327 18.877538 -14.407616 0.32 -0.87 0.05 0.000
H 4.082189 18.443795 -13.306045 -0.66 -0.77 -0.29 0.000
H 4.976310 19.668571 -15.228074 -0.59 -0.49 -0.59 0.000
H 5.114740 20.426763 -13.813542 -0.22 0.52 0.62 0.000
H 5.404447 22.436174 -14.732335 0.32 0.37 -0.06 0.000
H 5.464885 21.617499 -16.294090 -0.22 -0.27 0.10 0.000
H 4.516452 23.068490 -16.168133 -0.12 0.13 0.23 0.000
H 2.028250 20.200289 -15.930571 -0.16 0.07 -0.25 0.000
H 2.220335 21.782264 -16.718377 -0.06 0.17 0.36 0.000
H 3.330909 20.509172 -17.067185 0.23 -0.13 0.11 0.000
H 1.450481 23.224434 -11.936545 -0.43 -0.28 0.14 0.000
H 2.773779 22.336631 -11.197962 0.48 0.27 -0.27 0.000
H 1.282036 21.614789 -11.002665 -0.71 0.44 -0.30 0.000
H 2.950268 23.918462 -14.008028 -0.03 0.47 0.14 0.000
O 8.833271 19.010260 -6.521354 -0.15 0.41 -0.21 0.001
H 8.904483 18.752795 -7.440525 0.09 -0.36 -0.38 0.000
H 9.489456 18.478010 -6.071519 0.28 -0.09 0.38 0.000
O 7.176063 27.031368 -6.183689 0.01 -0.07 0.55 0.000
H 7.911775 26.597810 -5.751273 0.30 -0.40 0.29 0.000
H 6.982725 27.786810 -5.628563 -0.26 0.30 0.18 0.000
O 8.155595 24.555711 -4.416447 0.10 0.29 -0.25 0.000
H 8.652973 23.935831 -3.882973 0.20 -0.09 0.23 0.000
H 7.384452 24.064177 -4.699227 -0.28 -0.09 0.04 0.000
C 2.342559 27.730489 -9.921874 1.47 0.27 1.59 0.000
C 3.827280 27.900604 -9.618769 0.16 -1.02 -1.27 0.000
C 4.240349 29.301127 -9.530097 0.63 1.70 -1.13 0.000
O 4.240169 27.325182 -8.407492 -0.81 -1.33 0.63 0.000
H 2.218076 28.129262 -10.928639 -0.68 -0.05 0.29 0.000
H 2.000635 28.341696 -9.086642 -1.41 0.16 -0.45 0.000
H 2.027039 26.698745 -9.766783 -0.09 0.07 -0.38 0.000
H 4.361852 27.454452 -10.457383 0.41 -0.43 -0.10 0.000
H 5.324696 29.357179 -9.625770 0.19 0.00 0.73 0.000
H 3.866806 29.751266 -8.610344 0.10 0.22 -0.15 0.000
H 3.961211 29.855990 -10.425810 -0.63 0.30 0.10 0.000
H 5.187034 27.192274 -8.493400 0.56 0.05 0.03 0.000
C 3.807227 20.992634 -4.537367 1.44 0.25 0.86 0.000
C 3.552419 22.028563 -3.389356 -0.18 -0.86 -2.72 0.000
C 4.252367 23.393713 -3.454990 0.20 0.10 0.52 0.000
O 2.156694 22.254558 -3.565701 -0.45 0.78 1.17 0.000
H 4.857723 20.701937 -4.543806 0.27 0.07 -0.31 0.000
H 3.485529 21.340447 -5.519021 0.09 0.31 0.12 0.000
H 3.290765 20.049029 -4.361357 -0.31 0.05 0.28 0.000
H 3.826067 21.602087 -2.424301 -0.37 -0.34 0.09 0.000
H 5.312523 23.466093 -3.697731 0.24 -0.92 -0.21 0.000
H 4.256927 23.701024 -2.409219 -0.33 0.76 -0.13 0.000
H 3.803964 24.133952 -4.117626 -0.47 -0.15 0.27 0.000
H 1.771376 21.486345 -3.993465 0.02 0.08 0.11 0.000
C 7.851778 19.421359 -16.538741 -1.47 -1.11 1.36 0.000
C 8.584506 18.993296 -15.212542 -0.35 2.03 -1.79 0.000
C 7.756049 19.344858 -13.955237 0.45 -0.09 0.36 0.000
O 8.774158 17.620251 -15.296035 -0.05 -1.39 0.73 0.000
H 8.354423 19.260021 -17.492380 0.49 0.56 0.28 0.000
H 7.235797 20.315994 -16.447637 0.76 0.52 -0.28 0.000
H 7.066176 18.666022 -16.558800 -0.32 -0.29 -0.23 0.000
H 9.575748 19.443213 -15.268371 0.03 0.54 0.79 0.000
H 7.224425 20.293660 -13.882713 0.09 0.22 -1.09 0.000
H 8.369322 19.445179 -13.059726 0.42 -0.65 0.04 0.000
H 6.995623 18.583199 -13.782865 0.10 -0.22 -0.05 0.000
H 9.282598 17.441394 -16.090452 0.06 -0.10 -0.02 0.000
C 6.376386 25.755862 -12.528313 0.44 0.67 -0.90 0.000
C 5.093449 26.024587 -13.435068 3.68 -1.87 0.48 0.000
C 5.527872 25.965024 -14.966947 -1.57 1.17 1.83 0.000
O 4.252590 24.951654 -13.072798 -1.99 0.25 -0.03 0.000
H 7.087496 26.580244 -12.475391 -0.15 0.40 -0.20 0.000
H 6.958452 24.977936 -13.022419 -0.03 -0.34 -0.06 0.000
H 6.244948 25.440099 -11.493359 -0.79 0.11 -0.10 0.000
H 4.659188 26.979070 -13.137616 -0.46 -0.29 -0.32 0.000
H 6.126682 25.107197 -15.273010 -0.10 0.01 0.34 0.000
H 6.025483 26.911067 -15.180222 0.20 -0.16 -0.24 0.000
H 4.554429 25.985139 -15.456946 0.20 -0.17 -0.60 0.000
H 4.605244 24.076933 -13.251956 0.73 0.02 -0.15 0.000
C 4.466508 16.640011 -5.752703 -0.26 0.89 -0.32 0.000
C 5.509823 17.642738 -5.278892 -3.11 1.13 0.74 0.000
C 5.530473 17.902142 -3.787928 -0.21 -0.51 0.63 0.000
O 6.720573 17.249736 -5.681061 3.58 -1.18 -1.17 0.000
H 4.812089 15.608990 -5.677473 -0.07 0.09 0.23 0.000
H 4.275560 16.881932 -6.798226 0.03 -0.39 -0.22 0.000
H 3.513029 16.813876 -5.253963 0.04 -0.31 0.23 0.000
H 5.394003 18.580785 -5.821806 -1.20 0.58 0.12 0.000
H 5.548225 16.921725 -3.311952 0.30 -0.05 0.23 0.000
H 4.688779 18.418491 -3.326369 -0.16 0.14 -0.45 0.000
H 6.440689 18.442570 -3.528042 0.04 0.01 0.09 0.000
H 7.177256 18.089866 -5.766150 0.95 -0.46 -0.12 0.000
C 2.385238 23.973172 -6.678545 -0.34 0.53 -0.60 0.000
C 1.793113 25.398378 -6.469491 0.37 -0.08 0.98 0.000
C 0.679375 25.426723 -5.303505 0.89 0.55 -1.73 0.000
O 2.855279 26.301699 -6.170600 -0.21 -0.05 1.80 0.000
H 2.694074 23.384641 -5.814643 -0.46 0.37 0.26 0.000
H 3.281819 24.109067 -7.283349 0.02 0.05 -0.21 0.000
H 1.682728 23.401828 -7.285299 -0.06 -0.32 0.13 0.000
H 1.479956 25.747581 -7.453405 -1.04 -0.31 0.02 0.000
H 1.138947 25.104062 -4.369276 -0.23 -0.40 -0.15 0.000
H -0.201049 24.874091 -5.631434 0.35 -0.82 0.23 0.000
H 0.204889 26.389356 -5.112969 0.69 0.50 -0.24 0.000
H 3.376004 26.548185 -6.938522 -0.12 0.01 -0.63 0.000
C 8.320269 29.077809 -8.786552 0.04 0.29 -0.42 0.000
C 8.052405 27.621539 -9.360182 2.25 2.04 1.48 0.000
C 9.323192 26.854045 -8.947842 0.70 -0.60 -0.80 0.000
O 6.948629 27.166959 -8.666874 -1.21 -1.32 -1.37 0.000
H 7.413646 29.610928 -8.500332 -0.29 -0.24 -0.32 0.000
H 8.903569 29.788452 -9.372087 0.00 -0.31 -0.55 0.000
H 8.897139 29.015767 -7.863792 -0.03 -0.36 0.14 0.000
H 7.896200 27.563888 -10.437388 -0.19 0.15 0.12 0.000
H 9.609138 27.003263 -7.906654 -0.50 -0.14 0.21 0.000
H 10.229181 27.166207 -9.467307 -0.15 0.59 -0.37 0.000
H 9.327729 25.789772 -9.183200 -0.50 -0.15 0.13 0.000
H 7.139578 27.211440 -7.727109 0.09 -0.02 0.80 0.000
C -0.694331 19.293472 -7.302964 -0.95 -0.79 -0.53 0.000
C 0.773389 19.603764 -7.460266 -2.72 -1.18 -1.14 0.000
C 0.997377 20.355360 -8.792105 1.90 -0.63 1.02 0.001
O 1.082227 20.412950 -6.418802 1.95 2.47 1.93 0.000
H -1.005596 18.822986 -8.235629 -0.60 0.03 0.08 0.000
H -1.284820 20.175820 -7.056233 0.13 0.30 -0.58 0.000
H -0.951760 18.614570 -6.489991 0.43 -0.35 0.10 0.000
H 1.282382 18.650290 -7.319147 0.63 -0.15 -0.88 0.000
H 2.042228 20.637420 -8.662358 0.08 0.91 -0.23 0.001
H 0.361402 21.229192 -8.933745 0.00 -0.18 0.21 0.000
H 1.088777 19.758220 -9.699394 -0.78 -0.40 0.17 0.000
H 0.790271 20.028189 -5.589151 -0.17 -0.16 -0.10 0.000

53
Properties=species:S:1:pos:R:3:forces:R:3:lowdin_charge:R:1 method="wB97M-V/def2-TZVPD" charge=-2 relative_energy_kj_mol=0.0 lumo_energy_ev=5.04 orbital_gap_ev=5.88 homo_energy_ev=-0.8
Pd 0.723417 -1.251188 0.517718 0.00 0.33 -0.43 0.619
S 0.856274 -2.517389 3.978369 0.00 0.08 0.01 0.363
C 1.031117 -0.820661 3.809339 0.03 -0.07 0.11 -0.885
C 1.190850 0.005284 4.960079 0.00 -0.10 0.14 -0.169
C 1.303691 1.364318 4.856508 0.00 0.12 -0.13 -0.135
C 1.258644 1.956435 3.587158 0.00 -0.13 0.12 -0.115
C 1.098284 1.106798 2.512291 0.00 0.22 -0.14 -0.186
N 0.999845 -0.221296 2.591276 -0.03 -0.44 0.08 -0.060
H 1.206365 -0.487694 5.923319 0.00 0.01 -0.01 0.069
H 1.414845 1.973265 5.749288 0.00 -0.01 0.00 0.083
H 1.324173 3.025940 3.439872 0.00 0.00 -0.01 0.076
H 1.020199 1.512771 1.510693 0.01 -0.01 0.02 0.070
N 1.737588 -2.979180 -0.302744 -0.17 0.98 -0.73 -0.034
C 1.185932 -2.216064 -1.111039 0.51 -1.03 1.17 -0.584
N 1.060997 -2.170849 -2.490100 -0.21 -0.10 -0.08 -0.139
C 2.088357 -2.897347 -3.221868 -0.01 0.04 0.02 -0.172
C 3.331080 -2.034626 -3.373157 0.04 -0.03 -0.06 -0.207
O 3.019559 -0.808815 -4.027849 -0.02 -0.03 0.00 -0.158
C 2.057757 -0.076746 -3.260789 0.05 0.03 0.01 -0.197
C 0.780208 -0.875187 -3.079946 -0.08 0.02 -0.04 -0.163
H 1.704364 -3.150164 -4.218505 0.00 0.01 0.00 0.112
H 2.311943 -3.812883 -2.674775 0.02 0.02 0.01 0.107
H 4.088484 -2.531131 -3.986198 0.00 0.02 0.01 0.111
H 3.748532 -1.829757 -2.379595 -0.01 -0.02 0.01 0.121
H 1.871380 0.857091 -3.792014 0.01 0.00 0.00 0.116
H 2.481721 0.150551 -2.273424 -0.03 -0.01 -0.04 0.111
H 0.307792 -1.036314 -4.057819 0.03 0.05 0.01 0.118
H 0.085680 -0.338718 -2.434494 0.01 -0.01 0.01 0.100
C -2.073408 -2.282984 1.212765 0.00 -0.25 -0.09 -0.215
Si -2.244537 -0.431436 1.087706 -0.11 -0.05 -0.09 0.345
C -2.433204 0.274916 2.815882 -0.01 0.10 0.10 -0.169
C -3.992170 -0.220366 0.337436 0.06 0.04 0.01 -0.210
N -0.928978 0.237280 0.236091 0.00 0.00 -0.18 -0.135
C -0.835221 1.338837 -0.520318 0.10 0.17 0.01 -0.403
C -1.930219 2.140432 -0.968746 0.00 -0.10 0.10 -0.059
C -1.752338 3.267399 -1.746767 0.01 0.09 -0.07 -0.152
C -0.488058 3.697771 -2.144689 -0.05 -0.01 0.01 -0.170
C 0.602776 2.937155 -1.726847 0.06 0.04 -0.03 -0.143
C 0.443027 1.808426 -0.950658 -0.01 -0.05 -0.03 -0.109
H -2.892031 -2.709087 1.804242 -0.02 0.02 0.02 0.020
H -1.126679 -2.586231 1.665440 -0.03 -0.01 0.12 -0.031
H -2.104308 -2.725018 0.211462 -0.02 0.01 0.01 0.021
H -3.225863 -0.262805 3.345019 -0.05 0.03 0.03 0.019
H -2.703329 1.334430 2.769061 0.00 0.02 0.03 0.020
H -1.517386 0.181666 3.399453 0.03 -0.03 -0.01 0.006
H -4.663379 -0.877231 0.900542 -0.03 0.00 -0.01 0.011
H -4.032058 -0.520156 -0.712255 0.03 0.00 -0.04 0.019
H -4.376991 0.798247 0.416429 -0.05 0.03 0.02 0.001
H -2.932995 1.840949 -0.698845 -0.02 0.02 0.00 0.060
H -2.629196 3.829657 -2.058704 0.00 -0.01 0.01 0.080
H -0.359253 4.583518 -2.754895 0.00 0.00 0.00 0.065
H 1.606918 3.234815 -2.018875 -0.01 -0.02 0.01 0.088
H 1.299796 1.213371 -0.651523 0.01 0.00 0.02 0.068